ORCA calculation (the ωB97M-V functional and the def2-TZVPD basis) on a 2-piece molecular cluster, C3H2O overall.

Results
ΔE to the lowest compared entry with this formula, charge and spin in kJ/mol: 698.2
Gap between HOMO and LUMO (alpha / beta) in eV: 7.58 / 7.74
Total energy in hartree: -190.39659

Geometry as ORCA input:
```
! RIJCOSX wB97M-V def2-TZVPD def2/J DEFGRID3
* xyz 0 1
C -3.66 0.33 -0.01
C -2.50 0.35 0.01
C 0.48 0.53 0.01
O 1.28 1.40 0.00
H 0.62 -0.55 0.01
H -0.52 0.84 -0.22
*
```

***

ORCA calculation (the ωB97M-V functional and the def2-TZVPD basis) on C5H13O2Sc as an isolated structure.

Results
ΔE to the lowest compared entry with this formula, charge and spin in kJ/mol: 0.0
Gap between HOMO and LUMO in eV: 9.03
Total energy in hartree: -1108.82345

Geometry as ORCA input:
```
! RIJCOSX wB97M-V def2-TZVPD def2/J DEFGRID3
* xyz 2 1
C -1.96 -0.73 -1.99
O -1.23 -0.34 -0.83
C -0.99 1.08 -0.76
H -1.39 -0.46 -2.89
H -2.11 -1.81 -1.95
H -2.94 -0.23 -2.00
H -0.33 1.36 -1.60
H -1.95 1.59 -0.88
C 2.42 -0.91 1.31
O 1.13 -0.43 0.94
C 1.07 1.00 0.79
C -0.36 1.46 0.57
H 2.36 -2.00 1.40
H 3.15 -0.64 0.53
H 2.71 -0.47 2.27
H 1.72 1.29 -0.05
H 1.46 1.45 1.71
H -0.34 2.56 0.61
H -1.00 1.14 1.40
H -1.06 -3.17 1.06
Sc -0.34 -1.73 0.36
*
```

***

ORCA calculation (the ωB97M-V functional and the def2-TZVPD basis) on a 2-piece molecular cluster, CH5BO overall.

Results
ΔE to the lowest compared entry with this formula, charge and spin in kJ/mol: 347.9
Gap between HOMO and LUMO in eV: 10.30
Total energy in hartree: -141.09641

Geometry as ORCA input:
```
! RIJCOSX wB97M-V def2-TZVPD def2/J DEFGRID3
* xyz 0 1
B -0.35 -0.03 -0.45
C 1.06 -0.03 0.16
O -1.87 0.77 0.65
H -0.43 -0.82 -1.39
H 1.73 0.08 -0.62
H 1.14 -1.13 0.56
H 1.31 0.67 0.99
H -2.58 0.49 0.09
*
```

***

ORCA calculation (the ωB97M-V functional and the def2-TZVPD basis) on C41H31I2LaN6O5 as an isolated structure.

Results
ΔE to the lowest compared entry with this formula, charge and spin in kJ/mol: 33.3
Gap between HOMO and LUMO in eV: 5.84
Total energy in hartree: -2912.94648

Geometry as ORCA input:
```
! RIJCOSX wB97M-V def2-TZVPD def2/J DEFGRID3
* xyz -2 1
La -0.59 0.18 -0.16
O 1.46 -0.93 -0.01
C 2.68 -0.85 0.38
C 3.50 -2.02 0.39
C 4.80 -2.00 0.82
C 5.39 -0.81 1.28
C 4.62 0.33 1.27
C 3.30 0.35 0.82
C 2.63 1.65 0.82
N 1.51 1.97 0.31
C 1.15 3.39 0.36
C -0.33 3.57 0.75
N -0.68 2.48 1.62
C -0.74 2.71 2.87
C -0.67 1.70 3.91
C -0.77 2.11 5.24
C -0.54 1.25 6.30
C -0.13 -0.06 5.99
C 0.00 -0.49 4.70
C -0.29 0.36 3.58
O -0.22 -0.08 2.39
H 3.03 -2.93 0.04
H 5.38 -2.92 0.81
H 6.42 -0.79 1.62
H 5.06 1.27 1.62
H 3.23 2.45 1.30
H 1.32 3.82 -0.62
H 1.78 3.91 1.09
H -0.95 3.53 -0.14
H -0.47 4.56 1.21
H -0.74 3.75 3.22
H -1.05 3.14 5.44
H -0.63 1.59 7.32
H 0.08 -0.75 6.80
H 0.31 -1.50 4.47
C 4.98 1.24 -4.10
C 4.33 1.76 -2.99
C 3.08 1.29 -2.62
C 2.46 0.29 -3.36
C 3.12 -0.25 -4.46
C 4.37 0.23 -4.83
N 1.22 -0.24 -2.88
N 0.55 -0.76 -3.77
C -0.60 -1.52 -3.37
C -1.01 -2.35 -4.41
C -2.02 -3.27 -4.21
C -2.61 -3.33 -2.95
C -2.20 -2.46 -1.95
C -1.19 -1.50 -2.09
H 5.96 1.59 -4.38
H 4.80 2.55 -2.41
H 2.55 1.69 -1.76
H 2.63 -1.04 -5.01
H 4.87 -0.21 -5.69
H -0.51 -2.27 -5.37
H -2.34 -3.93 -5.02
H -3.41 -4.04 -2.76
H -2.72 -2.54 -1.00
I -6.38 -0.11 0.21
C -5.08 -1.36 1.27
C -5.60 -2.24 2.23
C -4.76 -3.06 2.94
I -5.62 -4.32 4.39
C -3.36 -3.07 2.70
C -2.41 -3.88 3.36
C -1.10 -3.82 3.01
C -0.70 -2.95 1.98
N -1.55 -2.18 1.35
C -2.86 -2.20 1.70
C -3.71 -1.25 0.97
O -3.21 -0.44 0.15
H -6.66 -2.26 2.42
H -2.74 -4.54 4.16
H -0.35 -4.42 3.52
H 0.34 -2.88 1.66
O 0.77 2.97 -3.51
C -0.37 2.70 -3.19
C -1.58 3.07 -4.06
C -2.77 2.79 -3.15
C -2.12 2.22 -1.90
O -2.71 1.97 -0.85
N -0.77 2.08 -2.03
H -1.56 2.44 -4.95
H -1.49 4.11 -4.38
H -3.47 2.04 -3.54
H -3.35 3.67 -2.88
*
```

***

Repeat the third record exactly.
ORCA calculation (the ωB97M-V functional and the def2-TZVPD basis) on a 2-piece molecular cluster, CH5BO overall.

Results
ΔE to the lowest compared entry with this formula, charge and spin in kJ/mol: 347.9
Gap between HOMO and LUMO in eV: 10.30
Total energy in hartree: -141.09641

Geometry as ORCA input:
```
! RIJCOSX wB97M-V def2-TZVPD def2/J DEFGRID3
* xyz 0 1
B -0.35 -0.03 -0.45
C 1.06 -0.03 0.16
O -1.87 0.77 0.65
H -0.43 -0.82 -1.39
H 1.73 0.08 -0.62
H 1.14 -1.13 0.56
H 1.31 0.67 0.99
H -2.58 0.49 0.09
*
```

***

Q: What is the ΔE to the lowest compared entry with this formula, charge and spin in the third record?
A: 347.9 kJ/mol